1.
The following is a quantum chemistry calculation of a cluster of 11 separate species, C68H161N11O13 in total at a distorted geometry, from the Open Molecules 2025 dataset.

Calculated values
Energy above the lowest of the compared OMol25 structures with the same formula, charge and spin: 212.8 kcal/mol
HOMO energy: -7.96 eV
HOMO-LUMO gap: 8.38 eV
Structure (SMILES): CC1(C)CCCC(C)(C)N1O.CC1(C)CCCC(C)(C)N1O.CC1(C)CCCC(C)(C)N1O.CC1(C)CCCC(C)(C)N1O.COC[C@H](C)N.COC[C@H](C)N.COC[C@H](C)N.COC[C@H](C)N.COC[C@H](C)N.COCCNCCOC.COCCNCCOC
LUMO energy: 0.0153 hartree

Cartesian coordinates (Å):
C -20.615 0.920 -23.340
C -19.262 0.438 -22.972
C -18.673 1.009 -21.710
O -17.899 0.057 -20.922
C -17.105 0.651 -19.925
N -19.400 -0.938 -22.821
H -20.825 1.565 -24.193
H -20.953 1.607 -22.564
H -21.422 0.201 -23.200
H -18.674 0.677 -23.857
H -19.446 1.439 -21.074
H -17.958 1.734 -22.099
H -16.557 1.493 -20.348
H -16.394 -0.022 -19.446
H -17.603 1.013 -19.026
H -20.261 -0.831 -22.304
H -18.793 -1.120 -22.035
C -7.066 1.250 -16.001
C -6.783 -0.055 -15.262
C -8.079 -0.498 -14.550
O -8.052 0.221 -13.310
C -9.144 -0.108 -12.476
N -6.364 -1.103 -16.209
H -7.472 1.168 -17.009
H -6.079 1.615 -16.287
H -7.446 2.032 -15.343
H -6.067 0.086 -14.452
H -8.150 -1.584 -14.476
H -8.897 -0.269 -15.233
H -10.119 0.146 -12.892
H -9.131 0.469 -11.551
H -9.037 -1.175 -12.280
H -5.404 -0.858 -16.408
H -6.868 -1.058 -17.083
C -21.004 9.559 -24.272
C -20.104 10.657 -24.849
C -19.725 10.216 -26.297
O -19.135 8.922 -26.426
C -17.726 8.936 -26.365
N -20.887 11.916 -24.907
H -20.514 8.585 -24.283
H -21.925 9.358 -24.818
H -21.365 9.828 -23.280
H -19.217 10.919 -24.273
H -19.283 11.002 -26.909
H -20.604 10.075 -26.926
H -17.183 9.150 -27.285
H -17.469 7.896 -26.164
H -17.323 9.495 -25.520
H -20.844 12.072 -25.903
H -20.332 12.722 -24.656
C -2.992 8.966 -10.055
C -3.686 9.229 -8.687
C -4.855 8.346 -8.460
O -6.002 8.669 -9.259
C -6.900 7.565 -9.314
N -2.559 9.035 -7.770
H -3.664 8.922 -10.913
H -2.288 8.144 -9.927
H -2.442 9.835 -10.415
H -4.178 10.196 -8.583
H -5.161 8.395 -7.415
H -4.406 7.395 -8.746
H -6.533 6.924 -10.117
H -7.934 7.894 -9.415
H -6.887 6.933 -8.426
H -2.513 8.036 -7.633
H -2.919 9.487 -6.941
C -22.122 2.966 -12.992
C -22.648 1.490 -12.744
C -21.964 0.915 -11.450
O -22.593 -0.316 -11.196
C -21.959 -1.146 -10.221
N -24.125 1.602 -12.726
H -22.598 3.712 -12.355
H -22.372 3.397 -13.961
H -21.048 3.005 -12.811
H -22.499 0.779 -13.556
H -21.938 1.405 -10.477
H -20.933 0.624 -11.652
H -21.823 -0.619 -9.277
H -20.938 -1.407 -10.500
H -22.537 -2.064 -10.113
H -24.424 2.203 -11.972
H -24.397 0.763 -12.233
C -26.640 12.601 -15.107
O -25.843 13.064 -14.019
C -24.527 12.441 -13.808
C -23.800 13.028 -12.551
N -24.662 12.873 -11.345
C -24.420 13.789 -10.173
C -25.285 13.294 -8.927
O -26.665 13.390 -9.231
C -27.118 14.697 -9.140
H -27.369 13.410 -15.148
H -27.050 11.614 -14.894
H -26.216 12.484 -16.104
H -23.840 12.487 -14.653
H -24.627 11.358 -13.736
H -23.660 14.108 -12.607
H -22.813 12.609 -12.358
H -25.666 12.837 -11.448
H -24.631 14.786 -10.559
H -23.380 13.667 -9.869
H -25.042 13.656 -7.928
H -25.053 12.267 -8.644
H -27.070 15.107 -8.131
H -28.166 14.782 -9.428
H -26.559 15.427 -9.727
C -3.276 7.768 -23.230
O -2.789 6.713 -24.107
C -2.557 7.239 -25.385
C -2.437 6.180 -26.531
N -1.373 5.309 -26.322
C -1.447 4.118 -27.189
C -0.189 3.182 -26.897
O -0.051 2.875 -25.566
C 0.770 1.763 -25.360
H -4.015 7.542 -22.462
H -3.948 8.430 -23.777
H -2.566 8.305 -22.601
H -1.597 7.755 -25.366
H -3.246 8.034 -25.672
H -2.222 6.715 -27.456
H -3.337 5.571 -26.447
H -1.348 5.124 -25.329
H -1.384 4.466 -28.221
H -2.415 3.627 -27.094
H 0.725 3.625 -27.291
H -0.192 2.254 -27.469
H 0.353 0.859 -25.802
H 1.043 1.573 -24.321
H 1.798 1.954 -25.668
C -21.828 18.192 -19.242
C -20.372 18.614 -19.020
C -20.128 18.287 -17.530
C -18.671 18.421 -17.073
C -17.837 17.532 -18.168
C -18.019 17.972 -19.641
N -19.489 17.937 -19.918
O -19.798 18.150 -21.307
C -17.231 19.311 -19.979
C -17.373 16.843 -20.488
C -20.139 20.196 -19.094
H -22.329 18.690 -20.072
H -22.425 18.364 -18.346
H -21.859 17.123 -19.452
H -20.817 18.900 -16.949
H -20.470 17.288 -17.259
H -18.540 17.999 -16.076
H -18.259 19.430 -17.098
H -18.172 16.525 -17.922
H -16.792 17.389 -17.890
H -17.543 20.222 -19.469
H -16.172 19.193 -19.749
H -17.328 19.613 -21.022
H -17.583 15.810 -20.211
H -17.598 16.972 -21.547
H -16.292 16.949 -20.573
H -21.069 20.607 -18.703
H -19.958 20.533 -20.115
H -19.270 20.559 -18.545
H -19.667 19.100 -21.339
C -11.244 7.913 -16.414
C -12.096 9.279 -16.461
C -12.484 9.354 -17.979
C -13.652 8.470 -18.364
C -14.791 8.742 -17.476
C -14.538 8.466 -15.955
N -13.352 9.279 -15.609
O -13.053 9.139 -14.306
C -15.838 8.957 -15.162
C -14.438 6.929 -15.657
C -11.300 10.501 -16.266
H -11.721 7.001 -16.772
H -11.214 7.510 -15.402
H -10.239 8.182 -16.742
H -12.799 10.385 -18.135
H -11.670 9.095 -18.657
H -13.388 7.412 -18.364
H -13.950 8.647 -19.398
H -15.676 8.170 -17.757
H -15.031 9.802 -17.555
H -16.785 8.512 -15.467
H -15.701 8.951 -14.081
H -16.075 9.988 -15.428
H -13.800 6.422 -16.380
H -14.180 6.547 -14.669
H -15.462 6.571 -15.761
H -10.701 10.571 -15.359
H -11.873 11.428 -16.264
H -10.647 10.758 -17.100
H -13.312 9.983 -13.929
C -15.258 15.462 -8.435
C -13.681 15.626 -8.361
C -12.981 15.826 -9.715
C -13.218 17.213 -10.298
C -12.621 18.225 -9.253
C -13.286 18.163 -7.811
N -13.385 16.703 -7.369
O -14.091 16.574 -6.201
C -12.344 18.980 -6.849
C -14.649 18.850 -7.921
C -13.007 14.269 -7.798
H -15.455 14.993 -9.399
H -15.872 16.358 -8.347
H -15.547 14.760 -7.653
H -11.917 15.621 -9.594
H -13.459 15.206 -10.473
H -14.251 17.491 -10.505
H -12.686 17.337 -11.241
H -12.749 19.212 -9.698
H -11.551 18.071 -9.110
H -12.169 19.954 -7.305
H -12.868 19.048 -5.895
H -11.377 18.494 -6.726
H -14.665 19.859 -8.333
H -15.218 18.288 -8.662
H -15.171 18.856 -6.964
H -13.376 14.159 -6.779
H -11.927 14.267 -7.646
H -13.168 13.337 -8.340
H -13.473 16.244 -5.545
C -2.353 17.480 -13.815
C -3.248 18.763 -14.193
C -3.162 19.806 -13.077
C -1.784 20.600 -12.916
C -1.422 21.303 -14.232
C -1.518 20.283 -15.459
N -2.813 19.521 -15.411
O -3.089 18.804 -16.572
C -1.379 21.039 -16.758
C -0.208 19.429 -15.304
C -4.781 18.220 -14.286
H -1.346 17.782 -13.529
H -2.285 16.906 -14.739
H -2.779 16.857 -13.028
H -3.981 20.521 -12.997
H -3.257 19.235 -12.153
H -0.904 20.109 -12.501
H -2.060 21.465 -12.313
H -0.458 21.811 -14.191
H -2.150 22.051 -14.545
H -2.274 21.623 -16.972
H -0.452 21.612 -16.739
H -1.312 20.332 -17.585
H 0.110 19.186 -14.290
H -0.324 18.493 -15.849
H 0.579 20.025 -15.766
H -4.953 17.494 -13.492
H -5.079 17.720 -15.207
H -5.434 19.093 -14.300
H -4.049 18.819 -16.557

2.
The following is a quantum chemistry calculation of a cluster of 6 separate species, C35H79F8O21P5 in total at a distorted geometry, from the Open Molecules 2025 dataset.

Calculated values
HOMO energy: -10.44 eV
HOMO-LUMO gap: 10.75 eV
Structure (SMILES): FC(F)C(F)(F)COC(F)(F)C(F)F.CCOP(=O)(OCC)OCC.CCOP(=O)(OCC)OCC.CCOP(=O)(OCC)OCC.CCOP(=O)(OCC)OCC.CCOP(=O)(OCC)OCC
LUMO energy: 0.0112 hartree

Cartesian coordinates (Å):
C 4.854 -4.256 5.528
C 6.104 -4.993 5.065
O 5.887 -5.655 3.826
P 6.724 -5.390 2.481
O 6.181 -6.184 1.371
O 8.226 -5.793 2.769
C 9.058 -4.983 3.611
C 10.487 -5.411 3.370
O 6.723 -3.824 2.184
C 5.557 -3.174 1.665
C 5.981 -2.057 0.726
H 4.041 -4.959 5.711
H 5.129 -3.763 6.462
H 4.494 -3.513 4.818
H 6.905 -4.272 4.871
H 6.510 -5.545 5.917
H 8.982 -3.953 3.262
H 8.967 -5.115 4.691
H 10.803 -5.116 2.368
H 11.165 -4.920 4.070
H 10.631 -6.485 3.495
H 4.805 -3.885 1.312
H 5.042 -2.799 2.558
H 5.148 -1.415 0.465
H 6.738 -1.536 1.329
H 6.684 -2.337 -0.059
C -1.249 2.512 5.741
C -2.198 2.776 6.926
O -3.048 3.853 6.577
P -2.576 5.357 6.995
O -1.940 5.491 8.322
O -1.619 5.907 5.804
C -2.023 5.756 4.419
C -2.042 7.221 3.921
O -3.896 6.234 6.883
C -5.082 5.701 7.513
C -5.256 6.452 8.856
H -0.590 3.371 5.616
H -0.642 1.609 5.835
H -1.872 2.282 4.875
H -2.803 1.868 6.978
H -1.630 2.843 7.852
H -1.172 5.248 3.968
H -2.970 5.233 4.318
H -2.499 7.266 2.922
H -2.803 7.808 4.439
H -1.105 7.765 3.847
H -5.949 5.800 6.867
H -5.014 4.664 7.841
H -4.302 6.727 9.302
H -5.626 7.454 8.605
H -5.978 6.019 9.543
C 4.879 0.496 -8.061
C 4.062 -0.216 -6.994
O 3.763 0.775 -6.002
P 3.242 0.322 -4.531
O 2.583 -0.985 -4.504
O 4.567 0.406 -3.610
C 4.726 1.463 -2.671
C 3.876 1.144 -1.411
O 2.404 1.591 -4.153
C 1.122 1.755 -4.754
C 1.078 3.234 -5.177
H 4.277 1.343 -8.395
H 5.701 0.955 -7.506
H 5.188 -0.149 -8.877
H 3.313 -0.769 -7.574
H 4.593 -1.008 -6.460
H 5.765 1.410 -2.336
H 4.668 2.490 -3.033
H 3.911 1.951 -0.678
H 2.864 0.896 -1.723
H 4.354 0.309 -0.904
H 0.998 1.228 -5.701
H 0.285 1.518 -4.104
H 1.710 3.479 -6.030
H 0.133 3.704 -5.474
H 1.287 3.890 -4.327
C -1.845 0.047 -1.466
C -0.402 0.455 -1.187
O -0.207 1.022 0.134
P -0.128 -0.006 1.360
O -1.261 -0.929 1.510
O 1.357 -0.596 1.135
C 1.724 -1.820 1.779
C 1.286 -2.956 0.889
O 0.035 0.990 2.627
C 0.670 2.261 2.636
C 1.994 2.347 1.941
H -1.902 -0.097 -2.545
H -2.035 -0.896 -0.952
H -2.549 0.783 -1.090
H 0.373 -0.287 -1.384
H -0.179 1.235 -1.919
H 2.816 -1.846 1.821
H 1.399 -1.957 2.813
H 1.819 -3.874 1.149
H 0.231 -3.219 0.994
H 1.417 -2.726 -0.168
H 0.026 3.014 2.171
H 0.762 2.580 3.674
H 2.492 3.235 2.337
H 2.692 1.511 2.023
H 1.922 2.445 0.856
C -5.143 -6.606 -3.113
C -5.549 -6.133 -4.474
O -4.369 -5.699 -5.156
P -4.432 -4.953 -6.559
O -5.647 -4.147 -6.744
O -4.284 -6.189 -7.594
C -3.404 -7.252 -7.290
C -2.487 -7.592 -8.456
O -3.008 -4.215 -6.578
C -2.611 -3.424 -5.467
C -2.801 -1.959 -5.661
H -4.798 -5.762 -2.506
H -5.902 -7.132 -2.542
H -4.209 -7.156 -3.242
H -5.854 -6.989 -5.098
H -6.414 -5.478 -4.596
H -2.738 -7.038 -6.449
H -3.886 -8.176 -6.965
H -1.545 -7.064 -8.591
H -2.152 -8.633 -8.379
H -3.088 -7.629 -9.367
H -3.123 -3.692 -4.540
H -1.549 -3.627 -5.309
H -3.863 -1.723 -5.787
H -2.438 -1.271 -4.902
H -2.359 -1.671 -6.621
C -5.947 4.197 0.806
C -4.937 3.243 0.132
C -3.586 3.951 0.025
F -2.928 4.226 1.173
F -2.681 3.329 -0.793
F -4.781 2.046 0.777
F -5.442 2.856 -1.057
O -6.205 5.146 -0.253
C -6.753 6.359 0.139
C -8.183 6.178 0.795
F -8.372 5.247 1.773
F -8.611 7.384 1.224
F -5.984 6.919 1.097
F -6.722 7.175 -0.895
H -5.561 4.779 1.641
H -6.860 3.672 1.080
H -3.756 4.914 -0.465
H -8.832 5.756 0.008

3.
The following is a quantum chemistry calculation of a structure of composition C6H13NO at a distorted geometry, from the Open Molecules 2025 dataset.

Calculated values
Energy above the lowest of the compared OMol25 structures with the same formula, charge and spin: 74.4 kcal/mol
HOMO energy: -7.78 eV
HOMO-LUMO gap: 8.80 eV
LUMO energy: 0.0374 hartree

Cartesian coordinates (Å):
C -0.748 0.613 -0.696
C -0.791 0.750 2.290
C -1.285 1.913 -1.217
C 0.342 -2.109 0.053
C 1.073 -0.987 -0.618
N 2.406 -1.203 -0.807
C 0.465 0.109 -1.205
O -0.103 0.622 1.095
H -1.514 -0.121 -0.460
H 2.974 -0.419 -1.093
H 2.866 -1.875 -0.216
H 1.099 0.807 -1.743
H -0.081 0.899 3.125
H -1.466 1.627 2.312
H -1.407 -0.143 2.520
H -1.932 2.371 -0.464
H -1.889 1.743 -2.115
H -0.485 2.610 -1.460
H -0.728 -1.951 0.095
H 0.520 -3.042 -0.479
H 0.686 -2.214 1.083

4.
The following is a quantum chemistry calculation of a structure of composition C20H13ClF6N8O10RuS2 at a distorted geometry, from the Open Molecules 2025 dataset.

Calculated values
Energy above the lowest of the compared OMol25 structures with the same formula, charge and spin: 77.2 kcal/mol
Multiplicity: 6
HOMO energy (spin up / spin down): -5.40 / -7.18 eV
HOMO-LUMO gap (spin up / spin down): 6.90 / 7.59 eV
Charge: -1
Expectation value of S²: 8.81
LUMO energy (spin up / spin down): 0.0552 / 0.0151 hartree

Cartesian coordinates (Å):
Ru -1.890 0.969 -0.028
O -2.244 6.327 1.922
C -0.964 5.991 1.921
O -0.055 6.628 2.419
C -0.624 4.730 1.174
C 0.655 4.272 0.906
Cl 2.198 4.688 1.465
N 0.561 3.127 0.182
N -0.752 2.906 -0.133
C -1.442 3.893 0.428
C -2.967 3.763 0.226
O -3.699 4.742 0.484
O -3.359 2.636 -0.206
C 1.729 2.395 -0.280
C 2.526 3.050 -1.129
C 3.778 2.438 -1.505
C 4.161 1.224 -0.989
C 3.312 0.439 0.030
C 2.006 1.146 0.241
H -2.806 5.706 1.352
H 2.292 3.998 -1.627
H 4.351 2.927 -2.276
H 5.059 0.730 -1.392
H 3.836 0.401 0.950
H 1.358 -0.411 1.236
F 4.661 -1.846 -2.357
C 3.397 -1.882 -2.699
F 3.194 -1.101 -3.795
F 3.077 -3.188 -2.990
S 2.148 -1.403 -1.459
O 1.045 0.455 0.847
O 3.152 -0.973 -0.183
N 1.414 -2.030 1.605
S 1.172 -3.534 1.713
O 0.739 -4.238 0.553
O 0.398 -3.703 2.905
C 2.796 -4.402 2.103
F 3.490 -3.840 3.074
F 2.797 -5.727 2.327
F 3.456 -4.217 0.959
C -4.030 -2.794 -2.594
N -3.613 -2.527 -1.226
C -3.047 -3.506 -0.482
C -2.385 -3.224 0.700
C -2.291 -1.867 1.061
N -2.839 -0.863 0.278
C -3.509 -1.195 -0.888
O -3.947 -0.356 -1.679
N -1.671 -1.481 2.154
H -4.051 -3.866 -2.842
H -3.439 -2.304 -3.329
H -5.066 -2.495 -2.827
H -3.153 -4.537 -0.766
H -1.906 -3.955 1.273
H -1.078 -2.206 2.542
H -1.548 -0.523 2.443
N -1.812 1.584 3.103
C -1.920 1.339 1.992
O -0.787 -1.686 -3.027
C -0.903 -0.794 -2.279
N -0.960 0.170 -1.584